Version w
The following is a quantum chemistry calculation of an isolated ion of composition C5H13N2 and charge +2, from the OMol25 dataset.

```
20
Properties=species:S:1:pos:R:3:mulliken_charge:R:1
C -1.46979 2.00811 -1.98304 -1.179
C -0.38873 1.50803 -0.99441 -0.256
C -0.39060 -0.01464 -0.91591 -0.546
C -0.89673 -0.49611 0.54099 -0.711
N -0.02273 -1.47803 1.24385 -0.036
C 1.27867 -1.48627 1.35695 0.086
N 1.95008 -0.36246 1.07725 -0.207
H -1.48300 3.10099 -1.81700 0.343
H -1.22641 2.03385 -3.09382 0.396
H -2.38168 1.45522 -2.20545 0.405
H 0.63897 1.70066 -1.37736 0.317
H -0.57629 1.82191 0.01800 0.419
H 0.68751 -0.43504 -1.05665 0.392
H -0.85886 -0.58577 -1.69837 0.494
H -0.84333 0.41115 1.18121 0.355
H -1.93440 -0.90682 0.72777 0.433
H -0.45985 -2.40013 1.27905 0.327
H 1.80077 -2.37934 1.68749 0.421
H 1.56473 0.57369 1.03880 0.254
H 2.96337 -0.45174 1.12334 0.293
```

Properties
E_HOMO (spin up / spin down)   -19.626 / -19.457 eV
Charge   +2
Multiplicity   2



Version x
The following is a quantum chemistry calculation of an isolated ion of composition C5H13N2 and charge +2, from the OMol25 dataset.

```
20
Properties=species:S:1:pos:R:3:mulliken_charge:R:1
C 1.61260 0.37451 1.23915 -1.459
C 0.86328 -0.73713 0.49466 0.307
C 0.15990 -0.14625 -0.77532 -0.966
C -1.06771 0.68065 -0.56426 0.440
C -1.36271 1.83772 -1.13036 -0.861
N -2.23922 -0.05809 0.04156 -0.285
N 1.78523 -1.74873 0.13187 -0.076
H 2.54055 0.55077 0.68102 0.463
H 0.99934 1.26789 1.30347 0.373
H 2.02517 0.05792 2.19821 0.408
H 0.11712 -1.09934 1.21349 0.399
H -0.12357 -0.94115 -1.46812 0.389
H 0.91628 0.41029 -1.32330 0.478
H -2.33611 2.20073 -1.43077 0.307
H -0.49490 2.37716 -1.46886 0.277
H -2.16394 -0.16920 1.05372 0.360
H -3.10161 0.41668 -0.26108 0.378
H -2.43317 -1.00481 -0.31667 0.381
H 1.51255 -2.71709 0.31248 0.348
H 2.79093 -1.55252 0.06910 0.338
```

Properties
E_HOMO (spin up / spin down)   -18.962 / -19.025 eV
Charge   +2
Multiplicity   2



Winner for stability: version x



Version w
The following is a quantum chemistry calculation of one molecule with the formula C3H5NO3S, from the OMol25 dataset.

```
13
Properties=species:S:1:pos:R:3:mulliken_charge:R:1
C -1.02818 0.82874 -1.06535 0.331
C 0.99643 -0.11842 1.15423 -0.552
C -0.56837 -0.50618 -0.46218 0.354
N 0.76594 -0.60215 -0.23311 -0.523
O -0.02524 1.64368 -1.54632 -0.482
O -2.13667 1.20900 -1.22279 -0.495
O -1.34627 -0.54362 1.01905 -0.385
S -0.28629 -1.08594 2.15756 0.032
H 2.13543 -0.10831 1.45233 0.337
H 0.60291 0.81666 1.21149 0.351
H -1.08021 -1.29716 -0.99178 0.328
H 0.85037 1.33767 -1.22596 0.369
H 1.12015 -1.57396 -0.24717 0.334
```

Properties
SMILES string   O=C(O)[C@H]1NCSO1
E_HOMO   -8.909 eV
Multiplicity   1



Version x
The following is a quantum chemistry calculation of a 2-piece molecular cluster, C3H5NO3S overall, from the OMol25 dataset.

```
13
Properties=species:S:1:pos:R:3:mulliken_charge:R:1
C -1.89739 -2.04597 -0.09058 0.698
C 1.45597 1.36519 0.47172 -0.451
C 0.27513 0.41483 0.32283 0.529
N -1.27219 -2.86199 -0.71910 -0.506
O -2.61655 -1.32861 0.40197 -0.492
O -0.77679 0.67461 1.17528 -0.481
O 0.18997 -0.29494 -0.61786 -0.519
S 1.94640 2.19564 -1.03636 -0.249
H 1.08341 2.04117 1.22247 0.318
H 2.50106 1.11322 0.77958 0.277
H -0.33495 -2.98730 -0.99344 0.310
H -1.58162 0.08958 1.08533 0.411
H 1.02755 1.62456 -2.00185 0.155
```

Properties
SMILES string   O=C(O)CS.N=C=O
E_HOMO   -9.241 eV
Multiplicity   1



Version y
The following is a quantum chemistry calculation of a 2-piece molecular cluster, C3H5NO3S overall, from the OMol25 dataset.

```
13
Properties=species:S:1:pos:R:3:mulliken_charge:R:1
C 2.60038 0.20583 -0.33134 0.706
C -1.72941 -0.24262 0.66916 -0.433
C -0.31208 -0.30641 0.21981 0.570
N 3.13397 1.14047 0.17108 -0.429
O 2.57916 -0.75659 -0.97981 -0.537
O -0.02942 -1.24053 -0.67683 -0.461
O 0.57179 0.35018 0.71504 -0.598
S -2.67725 -0.11100 -0.97606 -0.243
H -2.22496 -1.06980 1.19140 0.302
H -1.76686 0.60950 1.28628 0.332
H 3.00190 2.00817 0.62030 0.260
H 0.78659 -1.03012 -1.14612 0.392
H -3.93380 0.44291 -0.76292 0.138
```

Properties
SMILES string   O=C(O)CS.N=C=O
E_HOMO   -9.598 eV
Multiplicity   1



Winner for stability: version x



Version w
The following is a quantum chemistry calculation of one molecule with the formula C3H7N3O4, from the OMol25 dataset.

```
17
Properties=species:S:1:pos:R:3:mulliken_charge:R:1
C -1.05032 -0.59155 0.75603 0.203
C 0.32122 -1.20110 0.54657 -0.811
C -1.63704 -0.19229 -0.61520 0.377
H -1.29729 0.19982 2.61740 0.259
H -0.42659 1.19958 1.59259 0.251
H -1.66713 -1.40757 1.06793 0.519
H 0.21690 -2.01657 -0.19584 0.354
H 0.74550 -1.58242 1.48215 0.384
H 3.11516 -0.04876 -0.24665 0.406
H -2.33378 1.18732 0.41540 0.424
N -1.20277 0.54187 1.65609 -0.788
N 1.32945 -0.32308 0.06614 0.704
N 1.11922 0.92504 -0.13939 0.025
O 2.54532 -0.88578 -0.10186 -0.486
O 2.12338 1.56352 -0.46614 -0.741
O -2.38311 0.91284 -0.54966 -0.509
O -1.39523 -0.79416 -1.62448 -0.570
```

Properties
SMILES string   N[C@H](CN(O)N=O)C(=O)O
E_HOMO   -9.960 eV
Multiplicity   1



Version x
The following is a quantum chemistry calculation of one molecule with the formula C3H7N3O4, from the OMol25 dataset.

```
17
Properties=species:S:1:pos:R:3:mulliken_charge:R:1
C -0.71410 0.39889 0.42044 0.071
C 0.70105 0.72818 -0.18127 -1.027
C -1.26400 -0.69280 -0.45037 0.545
H -2.28705 1.47436 1.19084 0.270
H -2.06355 1.66776 -0.40176 0.308
H -0.29731 0.09773 1.37725 0.593
H 1.00680 1.57881 0.35707 0.412
H 0.64142 0.92624 -1.23983 0.346
H 0.91893 -1.84862 1.02226 0.351
H -1.38385 -2.40998 -0.78393 0.351
N -1.52374 1.64844 0.44076 -0.775
N 1.61752 -0.32936 0.09243 0.659
N 2.94471 -0.32938 -0.31088 -0.141
O 1.38376 -1.01242 1.23846 -0.497
O 3.12750 0.46877 -1.20822 -0.426
O -0.83271 -1.87515 -0.15789 -0.441
O -1.97538 -0.49145 -1.40538 -0.600
```

Properties
SMILES string   N[C@H](CN(O)N=O)C(=O)O
E_HOMO   -9.707 eV
Multiplicity   1



Winner for stability: version w



Version w
The following is a quantum chemistry calculation of one molecule with the formula C22H30N4O2, from the OMol25 dataset.

```
58
Properties=species:S:1:pos:R:3:mulliken_charge:R:1
C -3.40410 -3.73030 -0.34620 -1.336
H -4.46180 -3.91242 -0.16791 0.419
H -2.85628 -4.65299 -0.16618 0.346
H -3.26967 -3.45274 -1.38931 0.328
C -2.88790 -2.61666 0.56722 -0.497
C -1.42980 -2.36053 0.31596 0.404
C -1.01693 -1.46120 -0.65705 -0.826
C 0.32044 -1.25892 -0.93467 -0.412
C 1.31000 -1.97919 -0.25931 1.332
C 0.89066 -2.88351 0.72360 -0.179
C -0.44869 -3.05937 1.00576 -0.927
H -0.73704 -3.76955 1.76902 0.385
H 1.61918 -3.47875 1.25385 0.478
N 2.65327 -1.88765 -0.57577 0.137
C 3.66362 -1.99373 0.45481 -1.179
C 4.61410 -0.78268 0.40643 -0.827
N 3.84185 0.38143 0.02328 0.572
C 3.45444 0.29994 -1.37866 -0.432
C 3.12311 -1.16154 -1.72597 -1.466
H 2.38625 -1.21284 -2.52620 0.537
H 4.02757 -1.67304 -2.07821 0.391
H 4.26290 0.66101 -2.04013 0.396
H 2.57975 0.93402 -1.52937 0.234
C 4.45651 1.64349 0.36729 -0.871
H 4.82803 1.56229 1.39403 0.430
C 3.43779 2.78858 0.30246 -0.934
N 2.20477 2.43968 0.96694 -0.197
C 1.05609 2.24576 0.24284 0.609
O 0.95500 2.59036 -0.91712 -0.689
N 0.04748 1.69079 0.98809 0.040
C -1.29668 1.52417 0.64480 0.192
C -1.82296 1.91277 -0.57967 -0.819
C -3.16781 1.73434 -0.85726 -0.474
C -4.01388 1.16838 0.08745 0.974
C -3.48596 0.78346 1.32020 -0.702
C -2.14770 0.95621 1.59226 -0.442
H -1.75408 0.64484 2.54958 0.322
H -4.14875 0.34829 2.05130 0.383
O -5.35171 0.94250 -0.08481 -0.487
C -5.93612 1.30720 -1.30976 -0.910
H -6.98881 1.04110 -1.22548 0.245
H -5.49164 0.75926 -2.14742 0.342
H -5.84938 2.38325 -1.49374 0.352
H -3.53892 2.04479 -1.82127 0.413
H -1.17540 2.35249 -1.31882 0.480
H 0.27736 1.38101 1.92092 0.207
H 2.30980 1.95338 1.84344 0.196
H 3.87063 3.67910 0.77205 0.412
H 3.17711 3.03111 -0.72926 0.425
H 5.31348 1.89226 -0.28562 0.269
H 5.45203 -0.96911 -0.28772 0.343
H 5.04014 -0.62415 1.39968 0.444
H 3.17390 -2.01868 1.42958 0.631
H 4.24367 -2.92002 0.33184 0.229
H 0.58528 -0.52206 -1.67566 0.110
H -1.75745 -0.89370 -1.20195 0.443
H -3.03926 -2.90806 1.60903 0.455
H -3.45872 -1.70525 0.38174 -0.296
```

Properties
SMILES string   CCc1ccc(N2CCN(CCNC(=O)Nc3ccc(OC)cc3)CC2)cc1
E_HOMO   -7.203 eV
Multiplicity   1



Version x
The following is a quantum chemistry calculation of one molecule with the formula C22H30N4O2, from the OMol25 dataset.

```
58
Properties=species:S:1:pos:R:3:mulliken_charge:R:1
C -0.85410 -0.73332 -2.64467 -2.001
H -1.89800 -0.58619 -2.37701 0.336
C -0.01980 -0.95317 -1.38814 3.028
C -0.50944 -2.15996 -0.59146 -0.939
C 0.36549 -2.31828 0.64527 -0.284
C 1.82767 -2.45067 0.23505 -1.261
N 2.25706 -1.29013 -0.53080 0.610
C 1.45652 -1.15427 -1.73911 -1.736
H 1.82199 -0.28683 -2.29685 0.512
H 1.55687 -2.04125 -2.38970 0.222
C 3.69224 -1.32572 -0.80129 -0.822
C 4.51549 -0.79704 0.37864 -0.555
C 4.36209 0.71180 0.54648 -0.766
N 2.97658 1.04933 0.77570 0.128
C 2.58646 2.13454 1.46317 0.356
O 3.35042 2.90440 2.00719 -0.696
C 1.07002 2.31726 1.46501 0.014
H 0.58318 1.36679 1.68735 0.004
H 0.80411 3.04850 2.22816 0.347
C 0.61621 2.80238 0.08904 -0.660
N -0.83068 2.75266 -0.04885 0.372
N -1.39544 1.62812 0.33368 -0.540
C -2.68087 1.45342 0.21523 0.130
C -3.50831 2.48548 -0.31819 -0.668
C -2.93240 3.64549 -0.70348 -0.735
C -1.49992 3.84219 -0.60509 0.568
O -0.89280 4.83500 -0.96026 -0.690
H -3.50137 4.47088 -1.10290 0.437
H -4.57612 2.33931 -0.38090 0.498
C -3.22091 0.16758 0.66836 1.039
C -4.30128 -0.42710 0.02127 -0.588
C -4.78621 -1.64791 0.45336 -0.762
C -4.20463 -2.28627 1.53621 -0.514
C -3.13005 -1.70046 2.18605 -0.549
C -2.63965 -0.48306 1.75503 -0.041
H -1.80846 -0.01446 2.25819 0.344
H -2.67475 -2.19499 3.03112 0.423
H -4.58811 -3.23810 1.87200 0.388
H -5.62042 -2.10427 -0.05880 0.399
H -4.74904 0.05351 -0.83642 0.396
H 0.91280 3.83912 -0.08375 0.444
H 1.05765 2.17361 -0.69219 0.060
H 2.31832 0.38727 0.36680 0.072
H 4.72341 1.22138 -0.35742 0.238
H 4.95011 1.07888 1.39258 0.406
H 4.21196 -1.29501 1.29966 0.258
H 5.56704 -1.02672 0.20228 0.401
H 3.89407 -0.69461 -1.67073 0.444
H 4.01938 -2.34840 -1.05141 0.348
H 2.45391 -2.52969 1.12606 0.493
H 1.95947 -3.37639 -0.35443 0.381
H 0.06872 -3.19939 1.21608 0.405
H 0.24787 -1.44158 1.28375 0.096
H -1.55222 -2.02355 -0.30373 0.031
H -0.44230 -3.05935 -1.20907 0.446
H -0.11139 -0.07035 -0.74729 -1.134
H -0.78760 -1.59469 -3.30637 0.440
H -0.51087 0.14426 -3.18849 0.426
```

Properties
SMILES string   C[C@H]1CCCN(CCCNC(=O)CCn2nc(-c3ccccc3)ccc2=O)C1
E_HOMO   -8.632 eV
Multiplicity   1



Winner for stability: version x



Version w
The following is a quantum chemistry calculation of an isolated ion of composition CBrClFO2S and charge -1, from the OMol25 dataset.

```
7
Properties=species:S:1:pos:R:3:mulliken_charge:R:1
C -0.43709 0.43103 -0.30119 0.147
O 2.08246 -0.15968 0.03004 -0.535
O 0.48319 -1.30597 1.41596 -0.554
F -0.27894 1.57417 -0.98876 -0.153
S 1.00079 -0.04940 0.92774 0.566
Cl -0.86774 -1.10784 -1.83943 -0.362
Br -1.98267 0.61770 0.75565 -0.110
```

Properties
E_HOMO (spin up / spin down)   -4.455 / -4.455 eV
Charge   -1
Multiplicity   1



Version x
The following is a quantum chemistry calculation of CBrClFO2S as an isolated structure, from the OMol25 dataset.

```
7
Properties=species:S:1:pos:R:3:mulliken_charge:R:1
C -1.96128 -0.92275 -0.74566 -0.141
O 2.23870 -0.07734 1.99830 -0.435
O 2.21462 1.53887 0.22354 -0.406
F -2.55882 -0.50296 0.29864 -0.093
S 2.26072 0.15474 0.56287 0.664
Cl -0.15974 -0.84484 -0.23756 -0.204
Br -2.03419 0.65427 -2.10013 -0.384
```

Properties
E_HOMO (spin up / spin down)   -3.675 / -3.675 eV
Charge   -1
Multiplicity   1



Winner for stability: version w



Version w
The following is a quantum chemistry calculation of a 2-piece molecular cluster, C4H11PS overall, from the OMol25 dataset.

```
17
Properties=species:S:1:pos:R:3:mulliken_charge:R:1
C -0.62571 -0.19437 -1.96803 -0.909
C -0.83948 1.86483 -0.01178 -0.863
C -1.06063 -0.80818 0.74064 -0.805
C 1.80870 -0.62183 0.66728 -0.758
P -1.64519 0.27319 -0.49504 0.161
S 2.18125 -0.65815 2.35513 -0.150
H 0.42752 -0.22388 -1.68758 0.207
H -0.78849 0.53198 -2.76432 0.336
H -0.93731 -1.17717 -2.32482 0.329
H -1.21073 2.16387 0.96888 0.335
H -1.08449 2.64303 -0.73526 0.343
H 0.24098 1.72151 0.03747 0.145
H -1.20526 -0.50345 1.76275 0.376
H -1.12497 -1.86725 0.56043 0.403
H 1.95081 -1.52523 0.10682 0.377
H 2.07029 0.31190 0.20813 0.352
H 1.84271 -1.93079 2.57931 0.121
```

Properties
E_HOMO (spin up / spin down)   -7.114 / -7.433 eV
Multiplicity   1



Version x
The following is a quantum chemistry calculation of a 2-piece molecular cluster, C4H11PS overall, from the OMol25 dataset.

```
17
Properties=species:S:1:pos:R:3:mulliken_charge:R:1
C -0.00181 -1.96638 -1.04903 -1.441
C 1.72536 -0.05225 0.10880 -0.734
C -0.53788 -0.50755 -0.86200 -0.192
C 0.72879 0.33234 -0.64051 0.323
P -1.61576 0.85499 2.18093 -0.138
S 0.31155 1.94115 -1.35621 -0.226
H 0.87074 -1.95620 -1.57067 0.463
H -0.76486 -2.52931 -1.58120 0.364
H 0.11655 -2.54910 -0.11030 0.317
H 1.87892 -1.07000 0.33811 0.298
H 2.45431 0.67152 0.40988 0.276
H -0.38491 1.36346 2.51060 0.049
H -1.05473 -0.16062 -1.71611 0.495
H -1.12251 -0.36491 0.05339 -0.147
H -1.93854 2.07053 1.37246 0.070
H -2.30530 1.34323 3.32368 0.088
H 1.64009 2.57910 -1.41183 0.136
```

Properties
SMILES string   C=C(S)CC.P
E_HOMO   -8.709 eV
Multiplicity   1



Winner for stability: version x